No. 1
Density functional theory data (ωB97M-V/def2-TZVPD) for a molecular structure, C44H46AsBr2N2O4PSTa.

Each line ends with the Löwdin charge.
Positions of all 102 atoms, in Å:
Ta 1.659 -3.649 0.650  1.45
Br 7.682 -5.461 3.247  0.91
C 6.001 -5.028 2.567  -0.65
C 5.139 -4.336 3.349  -0.12
C 4.041 -3.835 2.845  -0.07
N 3.645 -4.095 1.523  -0.03
C 4.346 -5.018 0.850  -0.22
C 5.608 -5.410 1.282  -0.01
C 3.656 -5.694 -0.239  -0.25
C 4.090 -6.843 -0.783  -0.02
C 3.151 -7.790 -1.422  -0.64
Br 3.801 -9.555 -1.784  0.80
C 1.903 -7.367 -1.704  -0.04
C 1.680 -5.826 -1.649  -0.28
N 2.359 -5.174 -0.418  -0.15
H 5.412 -4.217 4.380  0.13
H 3.441 -3.187 3.405  0.07
H 6.230 -5.984 0.582  0.13
H 5.109 -7.166 -0.531  0.12
H 1.128 -7.999 -2.049  0.11
H 0.642 -5.575 -1.634  0.10
O -0.746 5.098 2.132  0.17
C -1.448 5.616 1.315  -0.41
O -1.307 5.343 -0.049  -0.10
C -2.556 6.625 1.541  -0.17
C -3.070 6.811 2.810  0.03
C -4.093 7.736 2.905  0.00
C -4.560 8.385 1.733  -0.01
C -4.084 8.130 0.451  -0.01
C -3.067 7.193 0.417  -0.21
P -2.425 6.188 -0.937  1.12
C -3.657 5.003 -1.435  -0.27
C -4.157 5.044 -2.742  -0.05
C -5.139 4.140 -3.110  -0.03
C -5.642 3.182 -2.197  -0.02
C -5.158 3.220 -0.904  -0.04
C -4.193 4.166 -0.489  -0.04
C -1.535 7.035 -2.172  -0.29
C -0.151 7.004 -2.030  -0.06
C 0.730 7.593 -2.929  -0.02
C 0.133 8.239 -4.022  -0.01
C -1.271 8.279 -4.195  -0.04
C -2.086 7.673 -3.284  -0.08
H -2.639 6.271 3.684  0.15
H -4.612 7.858 3.761  0.08
H -5.395 9.025 1.865  0.11
H -4.595 8.593 -0.359  0.12
H -3.917 5.840 -3.411  0.08
H -5.462 4.178 -4.122  0.11
H -6.445 2.543 -2.542  0.12
H -5.520 2.519 -0.195  0.10
H -3.933 4.201 0.539  0.11
H 0.304 6.462 -1.226  0.10
H 1.772 7.575 -2.880  0.10
H 0.750 8.720 -4.765  0.12
H -1.648 8.613 -5.149  0.12
H -3.191 7.675 -3.378  0.12
C 1.684 0.326 2.509  -0.17
S 1.560 -1.313 3.325  1.08
O 1.488 -2.380 2.212  -0.73
C -0.098 -1.181 3.929  -0.43
C -1.124 -1.515 3.075  -0.06
C -2.432 -1.214 3.515  -0.03
C -2.637 -0.605 4.764  -0.04
C -1.576 -0.362 5.616  -0.03
C -0.279 -0.652 5.186  -0.07
H 0.996 0.361 1.685  0.05
H 2.717 0.639 2.220  0.08
H 1.280 0.994 3.287  0.08
H -1.119 -2.017 2.115  0.10
H -3.286 -1.388 2.891  0.11
H -3.652 -0.275 5.078  0.14
H -1.725 0.030 6.581  0.11
H 0.557 -0.520 5.864  0.13
C 4.017 -1.125 -0.647  -0.18
C 2.945 -1.347 -1.692  -0.45
As 1.160 -2.054 -1.044  1.04
C -0.156 -2.320 -2.429  -0.46
C -1.547 -1.793 -1.922  -0.18
C 2.251 -5.124 -2.902  -0.26
C 1.566 -5.635 -4.092  -0.10
H 3.762 -0.306 0.009  0.05
H 4.954 -0.809 -1.094  0.08
H 4.305 -2.002 0.018  0.07
H 3.303 -2.077 -2.447  0.06
H 2.786 -0.438 -2.257  0.06
H -0.236 -3.378 -2.630  0.03
H 0.207 -1.767 -3.331  0.09
H -1.862 -2.362 -1.025  0.06
H -2.342 -1.825 -2.693  0.08
H -1.542 -0.754 -1.646  0.05
H 3.323 -5.343 -2.888  0.12
H 2.130 -4.034 -2.809  0.06
H 1.654 -6.719 -4.289  0.09
H 1.927 -5.061 -5.004  0.11
H 0.455 -5.502 -3.925  0.10
C -0.383 -6.312 1.946  -0.01
C 0.173 -5.106 1.279  -0.35
O -0.387 -4.446 0.365  -0.14
H -1.395 -6.370 1.547  0.10
H -0.392 -6.304 3.019  0.09
H 0.257 -7.184 1.629  0.12

The HOMO-LUMO gap (alpha / beta) comes out at 6.5 / 6.5 eV. The LUMO energy (alpha / beta) comes out at -7.588 / -7.587 eV. The calculation puts the max |F| at 3.81 eV Å⁻¹. Its total charge is +3.

***

No. 2
Density functional theory data (ωB97M-V/def2-TZVPD) for a molecular structure, C14H22O5.

Each line ends with the Löwdin charge.
Positions of all 41 atoms, in Å:
C -2.988 -1.467 2.418  -0.01
C -1.384 -1.264 2.243  -0.18
H -0.878 -2.076 1.870  0.10
H -1.068 -1.026 3.206  0.10
O -1.266 -0.367 1.189  -0.02
C -0.001 0.038 1.222  -0.52
C 0.027 1.270 0.481  -0.16
C 1.439 2.161 0.279  -0.11
C 2.633 1.480 -0.308  -0.14
C 3.522 0.563 0.778  -0.41
O 4.588 0.266 0.225  -0.07
H 4.282 -0.424 -0.614  0.23
H 2.879 -0.370 1.090  0.13
H 3.859 1.327 1.644  0.16
H 2.380 0.812 -1.185  0.12
H 3.293 2.189 -0.472  0.05
H 1.703 2.195 1.505  0.16
H 1.277 3.045 -0.020  0.02
H -0.529 2.167 0.695  0.13
C -0.341 1.147 -1.022  -0.19
C 0.079 -0.269 -1.646  0.10
C 0.490 -1.076 -0.545  -0.21
O 0.764 -0.854 0.695  0.05
C 0.987 -2.451 -1.005  -0.22
O 1.096 -2.647 -2.585  -0.23
O 1.479 -3.305 -0.199  0.09
H 1.691 -4.365 -0.555  0.28
H 0.089 -0.380 -2.626  0.06
C -1.893 1.261 -1.222  -0.28
C -2.464 0.849 -2.532  -0.17
C -2.763 0.260 -1.380  -0.29
H -3.760 0.260 -0.972  0.13
H -2.339 -0.805 -1.205  0.16
H -1.946 0.263 -3.391  0.15
H -3.297 1.473 -2.994  0.13
H -2.119 2.423 -0.847  0.20
H 0.217 1.833 -1.965  0.22
H 0.532 0.317 2.419  0.25
H -3.452 -1.681 1.371  0.11
H -3.374 -2.141 3.127  0.04
H -3.442 -0.631 2.831  0.03

The HOMO-LUMO gap comes out at 8.5 eV. The LUMO energy comes out at -0.138 eV. Its energy above the lowest of the compared OMol25 structures with the same formula, charge and spin is 13.9066 eV. The calculation puts the max |F| at 12.80 eV Å⁻¹.

***

No. 3
Density functional theory data (ωB97M-V/def2-TZVPD) for a gas-phase ion, C2H3INO2 (charge +1).

Each line ends with the Löwdin charge.
Positions of all 9 atoms, in Å:
C 1.142 -0.663 0.091  -0.78
C -1.146 0.223 -0.314  0.08
N 0.152 0.487 0.190  -0.17
O 0.721 -1.821 0.314  0.08
O 0.462 1.579 0.604  0.20
I 3.083 0.041 0.071  1.17
H -1.116 -0.697 -0.946  0.15
H -1.674 1.099 -0.561  0.12
H -1.624 -0.250 0.551  0.16

The HOMO-LUMO gap comes out at 6.9 eV. The LUMO energy comes out at -8.284 eV. The SMILES is C[N+](=O)C(=O)I. Its energy above the lowest of the compared OMol25 structures with the same formula, charge and spin is 1.3971 eV. The calculation puts the max |F| at 5.92 eV Å⁻¹. Its total charge is +1.

***

No. 4
Density functional theory data (ωB97M-V/def2-TZVPD) for a molecular structure, IO2S2.

Each line ends with the Löwdin charge.
Positions of all 5 atoms, in Å:
O -2.412 1.834 0.272  -0.82
O 0.525 -1.956 -0.344  -0.78
S -1.625 0.570 -0.298  0.45
S 0.644 -0.734 0.457  0.05
I 2.868 0.286 -0.087  0.09

The HOMO-LUMO gap (alpha / beta) comes out at 6.0 / 6.1 eV. The LUMO energy (alpha / beta) comes out at 2.548 / 2.533 eV. Its energy above the lowest of the compared OMol25 structures with the same formula, charge and spin is 2.3968 eV. The calculation puts the max |F| at 3.32 eV Å⁻¹. Its total charge is -1.

***

No. 5
Density functional theory data (ωB97M-V/def2-TZVPD) for a molecular structure, C15H10Br2ClN2O5RhSSe.

Each line ends with the Löwdin charge.
Positions of all 38 atoms, in Å:
Rh 0.276 -0.457 -0.041  0.64
C -0.158 2.969 -0.688  -0.03
C -0.091 2.586 0.755  -0.27
C -0.252 3.590 1.745  -0.01
C -0.124 3.298 3.064  -0.04
C 0.183 1.975 3.457  -0.20
C 0.380 1.557 4.793  -0.64
Br 0.232 2.806 6.231  0.68
C 0.688 0.258 5.085  -0.20
C 0.807 -0.681 4.061  -0.61
Br 1.233 -2.470 4.511  0.73
C 0.619 -0.366 2.711  -0.40
O 0.720 -1.229 1.775  -0.26
C 0.304 1.021 2.428  -0.11
N 0.149 1.345 1.105  0.06
H -0.044 4.050 -0.781  0.07
H -1.113 2.662 -1.120  0.06
H 0.619 2.456 -1.252  0.07
H -0.469 4.598 1.418  0.10
H -0.239 4.066 3.818  0.07
H 0.841 -0.053 6.109  0.08
Se 0.367 -2.766 -0.811  0.71
C 0.247 -2.892 -2.693  -0.64
C -0.340 -4.029 -3.253  -0.15
C -0.335 -4.203 -4.625  -0.20
N 0.199 -3.344 -5.493  0.01
C 0.750 -2.253 -4.948  -0.18
C 0.807 -1.985 -3.594  -0.11
H -0.810 -4.767 -2.614  0.08
H -0.796 -5.090 -5.054  0.08
H 1.181 -1.542 -5.649  0.09
H 1.258 -1.073 -3.234  0.08
Cl 2.568 -0.106 -0.412  -0.17
O -1.794 -0.445 0.045  -0.47
S -2.003 0.008 -1.406  0.29
O -2.802 1.224 -1.449  -0.36
O -0.535 0.334 -1.759  -0.50
O -2.524 -1.052 -2.232  -0.33

The HOMO-LUMO gap comes out at 5.4 eV. The LUMO energy comes out at 3.789 eV. The calculation puts the max |F| at 0.59 eV Å⁻¹. Its total charge is -2.

***

No. 6
Density functional theory data (ωB97M-V/def2-TZVPD) for a molecular structure, C16H32ClNOP2Zr.

Each line ends with the Löwdin charge.
Positions of all 54 atoms, in Å:
Zr 0.000 0.000 0.000  1.05
P 2.481 -0.123 -0.167  0.74
P -2.481 0.127 0.212  0.74
N -0.042 1.056 -1.442  -0.32
H 1.438 -2.538 2.273  0.12
C 3.246 -1.604 -0.995  -0.25
H 4.349 -1.548 -1.019  0.05
H 2.861 -1.670 -2.027  0.04
H 2.940 -2.516 -0.455  0.03
C 3.422 -0.074 1.426  -0.26
H 4.501 -0.251 1.271  0.05
H 3.017 -0.840 2.108  0.03
H 3.274 0.916 1.889  0.03
C 3.215 1.274 -1.120  -0.26
H 4.317 1.280 -1.048  0.05
H 2.805 2.217 -0.725  0.04
H 2.912 1.182 -2.176  0.04
C -3.518 -1.244 -0.497  -0.26
H -4.600 -1.048 -0.390  0.05
H -3.266 -2.188 0.016  0.04
H -3.272 -1.358 -1.567  0.04
C -3.151 0.242 1.932  -0.25
H -4.256 0.249 1.944  0.05
H -2.771 1.167 2.396  0.04
H -2.780 -0.617 2.516  0.03
C -3.189 1.615 -0.615  -0.26
H -4.269 1.720 -0.412  0.05
H -3.018 1.531 -1.701  0.05
H -2.648 2.503 -0.249  0.04
C -0.016 1.864 -2.543  -0.43
C 0.025 2.172 -4.968  -0.11
C -0.004 1.324 -3.856  -0.06
C 0.000 3.276 -2.386  -0.06
C 0.029 4.110 -3.506  -0.11
C 0.042 3.567 -4.803  -0.12
H 0.035 1.741 -5.976  0.10
H -0.016 0.236 -3.974  0.09
H -0.009 3.684 -1.370  0.10
H 0.042 5.197 -3.369  0.10
H 0.065 4.226 -5.677  0.09
C 0.358 -2.607 2.008  -0.54
O 0.035 -1.522 1.182  -0.51
C 0.135 -3.922 1.249  -0.06
H -0.300 -4.680 1.924  0.07
H 1.086 -4.316 0.850  0.07
H -0.562 -3.764 0.409  0.07
C -0.464 -2.531 3.300  -0.07
H -1.414 -3.082 3.196  0.08
H -0.691 -1.478 3.544  0.03
H 0.105 -2.959 4.142  0.08
Cl 0.529 0.974 3.199  0.46
C 0.215 1.654 1.589  -0.77
H 1.058 2.316 1.307  -0.01
H -0.711 2.263 1.621  -0.02

The HOMO-LUMO gap comes out at 7.3 eV. The LUMO energy comes out at 0.324 eV. Its energy above the lowest of the compared OMol25 structures with the same formula, charge and spin is 0.0000 eV. The calculation puts the max |F| at 4.79 eV Å⁻¹.